1.
Entry from OMol25: a structure of composition C20H30N6OPS3V (wB97M-V/def2-TZVPD).

XYZ file:
```
62
Properties=species:S:1:pos:R:3:lowdin_spin:R:1
V -0.5095 0.0487 -0.6218 0.941
S -1.4016 -1.9674 -1.6568 -0.004
C 0.1923 -1.8175 -2.3101 0.014
N 0.8466 -0.7197 -2.0092 0.000
C 2.1016 -0.6795 -2.5934 -0.001
C 3.0117 0.3732 -2.5220 0.000
C 4.2275 0.2452 -3.1656 0.000
C 4.5406 -0.9122 -3.8858 0.001
C 3.6335 -1.9506 -3.9878 0.000
C 2.4106 -1.8213 -3.3382 0.001
S 1.0703 -2.9306 -3.3056 0.004
H 2.7459 1.2913 -2.0099 0.000
H 4.9408 1.0579 -3.1298 0.000
H 5.4978 -0.9896 -4.3828 0.000
H 3.8692 -2.8363 -4.5621 0.000
N 2.8093 0.0373 0.7235 -0.001
C 2.2356 -0.9985 1.3649 0.005
S 0.5980 -1.3709 1.1155 0.004
N 3.0320 -1.7017 2.1761 0.003
C 2.7673 -2.8472 2.9905 0.000
C 1.5918 -3.0240 3.7031 0.000
C 1.4500 -4.1552 4.4947 0.000
C 2.4677 -5.0909 4.5916 0.000
C 3.6491 -4.8921 3.8919 0.000
C 3.7990 -3.7730 3.0911 0.000
H 2.3080 0.3831 -0.0815 -0.003
H 3.8143 0.1162 0.6837 0.000
H 4.0108 -1.4550 2.1498 0.000
H 0.7997 -2.2947 3.6561 0.000
H 0.5315 -4.2946 5.0489 0.000
H 2.3447 -5.9667 5.2136 0.000
H 4.4557 -5.6090 3.9627 0.000
H 4.7165 -3.6229 2.5337 0.000
C -4.9700 2.0636 -1.0383 0.000
N -3.6553 1.6304 -1.5011 0.000
C -3.7079 0.6875 -2.6242 0.000
P -2.2705 2.0440 -0.7687 0.003
O -1.0830 1.7083 -1.6582 0.018
N -2.0160 1.0997 0.6408 0.006
C -3.0886 0.1946 1.1013 0.005
C -1.2889 1.6897 1.7881 0.000
N -2.2136 3.6030 -0.2877 0.001
C -1.8170 4.6073 -1.2828 0.000
C -3.0471 4.1449 0.7818 0.000
H -5.6009 1.1905 -0.8586 0.000
H -5.4510 2.6900 -1.7916 0.000
H -4.9074 2.6259 -0.1104 0.000
H -4.2328 -0.2237 -2.3287 0.000
H -2.7075 0.4218 -2.9479 0.000
H -4.2435 1.1537 -3.4525 0.000
H -3.6039 -0.2388 0.2487 0.000
H -3.8017 0.7236 1.7404 0.001
H -2.6337 -0.6116 1.6768 0.001
H -0.5351 2.3940 1.4385 0.000
H -0.7998 0.8823 2.3316 0.000
H -1.9695 2.2106 2.4626 0.000
H -1.2189 4.1455 -2.0642 0.000
H -1.2156 5.3724 -0.7911 0.000
H -2.6940 5.0814 -1.7301 0.000
H -3.4335 3.3543 1.4222 0.000
H -3.8953 4.7003 0.3739 0.000
H -2.4562 4.8226 1.4002 0.000
```

## Properties
net charge	+1
Kohn-Sham gap (spin up / spin down)	7.6882 / 7.2343	eV
multiplicity	2
HOMO (spin up / spin down)	-9.81 / -9.28	eV

---

2.
Entry from OMol25: a structure of composition C20H31AlO11 at a distorted geometry (wB97M-V/def2-TZVPD).

XYZ file:
```
63
Properties=species:S:1:pos:R:3:lowdin_charge:R:1
Al 3.1165 -2.2351 -4.8201 0.991
O 1.1053 -1.0060 -1.1468 0.004
H 0.5992 -0.4516 -0.5214 0.008
O 0.6853 4.8847 5.4459 0.191
C 0.4316 4.5108 4.3208 -0.409
O -0.8797 4.4008 3.9245 0.042
C -0.9930 3.6814 2.6812 -0.131
C 0.4542 3.3231 2.3563 -0.181
C 1.3886 4.1894 3.1774 -0.046
H -1.4765 4.3207 1.9425 0.131
H -1.5252 2.7323 2.7451 0.124
H 0.5683 3.2600 1.2741 0.113
H 0.7000 2.2775 2.5419 0.109
H 1.6506 5.1288 2.6907 0.139
H 2.2719 3.6844 3.5684 0.131
O 1.1228 -5.6736 -1.2769 0.163
C 0.7442 -6.0045 -0.1847 -0.481
O 0.9832 -7.1552 0.3971 0.078
C 0.3250 -7.3259 1.6805 -0.101
C -0.7156 -6.2415 1.6700 -0.167
C -0.1411 -5.1865 0.7580 -0.062
H 0.9632 -7.1414 2.5447 0.138
H -0.1911 -8.2846 1.7314 0.141
H -0.9309 -5.8352 2.6582 0.126
H -1.6903 -6.5962 1.3351 0.125
H 0.5420 -4.5077 1.2687 0.137
H -0.8597 -4.7292 0.0777 0.126
O 0.2324 1.9341 -5.0333 0.095
C -0.9840 2.3184 -5.0421 -0.398
O -1.7483 2.3338 -6.1252 0.073
C -3.0953 2.6606 -5.8346 -0.139
C -3.2309 2.2961 -4.4046 -0.151
C -1.8526 2.5444 -3.8624 -0.085
H -3.7744 2.0599 -6.4397 0.141
H -3.3252 3.6957 -6.0870 0.145
H -3.5559 1.2802 -4.1799 0.129
H -3.9067 2.9787 -3.8894 0.132
H -1.5177 2.1008 -2.9248 0.132
H -1.7589 3.5955 -3.5897 0.144
O -6.3285 0.9359 0.7791 0.152
C -5.6955 -0.1033 0.6625 -0.386
O -4.4054 0.0119 0.2708 0.022
C -3.7489 -1.2274 0.2820 -0.172
C -4.8064 -2.2879 0.5958 -0.169
C -6.0390 -1.5958 1.0518 -0.044
H -3.0238 -1.2332 1.0959 0.123
H -3.3009 -1.3658 -0.7020 0.123
H -4.4738 -2.8613 1.4611 0.113
H -4.8198 -3.0654 -0.1680 0.121
H -6.2511 -1.7028 2.1156 0.134
H -6.9986 -1.8025 0.5780 0.133
O 5.6308 1.2689 -1.8957 0.116
C 6.2004 1.3973 -0.8004 -0.392
O 7.5665 1.3067 -0.7239 0.048
C 7.9484 1.2418 0.6805 -0.122
C 6.7675 1.8567 1.4115 -0.161
C 5.5400 1.5839 0.5560 -0.064
H 8.8313 1.8611 0.8389 0.133
H 8.2343 0.2367 0.9904 0.131
H 6.9305 2.9274 1.5344 0.122
H 6.6911 1.5943 2.4667 0.125
H 4.8920 2.4592 0.6023 0.127
H 4.9277 0.7460 0.8896 0.129
```

## Properties
net charge	+2
Kohn-Sham gap	1.6556	eV
HOMO	-14.12	eV